DFT (ωB97M-V with the def2-TZVPD basis set) results for an isolated molecule of C2H5N5O.

SMILES	NNC1=NN=CNO1
relative energy (zero: lowest compared OMol25 entry of this formula, charge and spin)	657.05	kJ/mol
HOMO-LUMO gap	9.0507	eV
max |F|	0.1704	hartree/bohr
HOMO energy	-8.8	eV

```
13
C2H5N5O ωB97M-V with the def2-TZVPD basis set
O 0.60 -1.19 -0.13
N -2.46 0.40 -0.02
N 1.25 1.48 -0.03
N 0.05 0.96 0.61
N 1.68 -0.86 0.62
N -1.63 -0.66 0.10
C -0.27 -0.22 0.04
C 2.12 0.45 -0.26
H -2.24 1.17 -0.60
H 3.20 0.51 -0.67
H -2.05 -1.36 -0.41
H 2.33 -1.52 0.04
H -2.60 0.86 0.72
```



DFT (ωB97M-V with the def2-TZVPD basis set) results for a structure of composition C13H8MnNO6S3.

⟨S²⟩	4.095
relative energy (zero: lowest compared OMol25 entry of this formula, charge and spin)	56.79	kJ/mol
spin multiplicity	4
HOMO-LUMO gap (spin up / spin down)	7.6287 / 7.5619	eV
charge	-1
max |F|	0.0767	hartree/bohr
HOMO energy (spin up / spin down)	-5.0 / -5.0	eV

```
32
C13H8MnNO6S3 ωB97M-V with the def2-TZVPD basis set
Mn 1.16 -0.19 0.12
S 2.38 -2.76 -0.08
S -1.10 -1.29 0.12
S 1.74 1.78 -0.87
O -2.53 -1.32 0.17
O 2.25 -1.53 0.84
O -0.27 -0.83 -1.04
O 3.37 -3.70 0.32
O -0.45 -0.42 1.22
O 2.36 -2.31 -1.45
N -2.08 7.86 0.01
C -1.35 6.98 0.02
C -1.59 -3.82 0.51
C 1.18 4.26 0.45
C 0.79 -3.56 0.25
C -0.62 3.52 -0.99
C -0.59 5.79 -0.12
C -0.51 -2.97 0.44
C -0.18 -5.75 0.28
C -1.41 -5.18 0.46
C 0.61 5.57 0.47
C -1.25 4.79 -0.85
C 0.60 3.24 -0.32
C 0.90 -4.91 0.13
H -1.13 2.91 -1.72
H 1.10 6.38 1.04
H -2.28 -5.82 0.42
H -2.22 4.94 -1.35
H -0.15 -6.79 0.11
H 2.09 3.99 1.00
H 1.83 -5.40 -0.14
H -2.63 -3.45 0.54
```



DFT (ωB97M-V with the def2-TZVPD basis set) results for a cluster of 4 separate species, C19H28BClF9NO9 in total.

HOMO-LUMO gap	2.6989	eV
charge	-2
max |F|	0.0354	hartree/bohr
HOMO energy	0.2	eV

```
68
C19H28BClF9NO9 ωB97M-V with the def2-TZVPD basis set
Cl 6.14 -1.38 -2.52
F -2.31 -6.90 5.93
F -8.33 0.64 2.49
F -7.36 0.36 4.39
F -3.56 -5.90 7.38
F -4.28 -7.66 6.36
F -7.48 -1.28 3.00
F -1.84 4.10 -1.89
F -1.34 2.08 -2.39
F -1.85 2.57 -0.35
O -4.90 -6.05 4.23
O 5.33 2.50 -3.47
O 0.41 4.43 -0.47
O 1.19 2.57 -1.43
O 2.95 -1.34 -2.48
O -3.64 -4.44 5.16
O 5.77 1.50 -1.54
O -5.95 1.79 2.29
O -5.04 -0.26 2.25
N 8.69 -0.64 -5.85
C 5.57 1.44 -2.77
C -5.95 0.48 2.48
C -7.29 0.05 3.09
C -1.19 3.01 -1.45
C 2.50 5.43 -1.21
C 2.94 -0.21 -3.37
C -4.14 -5.67 5.07
C 1.76 4.77 -0.08
C 4.12 -0.18 -4.36
C -5.40 -2.90 4.47
C 3.16 -0.93 -1.14
C -4.73 2.36 1.76
C -4.06 -3.51 4.13
C 7.62 -0.87 -5.19
C 6.68 0.30 -4.89
C 0.29 3.28 -1.14
C -4.68 2.23 0.26
C 3.48 -2.22 -0.31
C -3.57 -6.54 6.20
B 5.59 0.04 -3.66
H 2.29 3.88 0.28
H 7.30 1.19 -4.69
H 2.53 -2.57 0.14
H 9.22 -1.51 -5.97
H 3.49 5.75 -0.89
H -6.18 -3.66 4.49
H 6.12 0.50 -5.83
H -5.36 -2.44 5.46
H 3.96 0.71 -5.00
H 2.01 -0.33 -3.98
H -5.66 -2.15 3.74
H -3.80 2.73 -0.14
H 3.81 -3.02 -1.00
H 2.62 4.75 -2.06
H 7.43 -1.91 -4.88
H -4.07 -4.00 3.16
H -3.29 -2.74 4.09
H 2.26 -0.47 -0.69
H -3.86 1.91 2.23
H 4.04 -0.26 -1.06
H 4.29 -2.07 0.41
H -4.64 1.18 -0.05
H 1.95 6.30 -1.57
H 1.67 5.45 0.77
H -5.57 2.67 -0.20
H 4.06 -1.10 -4.98
H -4.74 3.41 2.04
H 2.81 0.74 -2.83
```



DFT (ωB97M-V with the def2-TZVPD basis set) results for a cluster of 2 separate species, C3H10NOS in total.

relative energy (zero: lowest compared OMol25 entry of this formula, charge and spin)	85.02	kJ/mol
HOMO-LUMO gap	6.3957	eV
charge	-1
max |F|	0.0364	hartree/bohr
HOMO energy	-2.5	eV

```
16
C3H10NOS ωB97M-V with the def2-TZVPD basis set
S 1.50 -1.77 -0.68
O 1.88 -0.58 4.18
N -0.57 0.31 -1.64
C -0.70 1.66 -2.05
C -0.61 0.03 -0.22
C -0.13 -1.37 0.08
H -1.76 1.95 -2.15
H -0.82 -2.19 -0.10
H -0.27 1.84 -3.03
H 0.21 -0.20 -2.04
H -1.67 0.10 0.10
H -0.07 0.82 0.32
H 2.23 -1.24 3.57
H -0.27 2.41 -1.36
H 0.99 -0.39 3.86
H 0.06 -1.39 1.17
```



DFT (ωB97M-V with the def2-TZVPD basis set) results for a structure of composition C21H39INO2P2Re.

⟨S²⟩	3.832
spin multiplicity	4
HOMO-LUMO gap (spin up / spin down)	4.8103 / 5.3554	eV
charge	+3
max |F|	0.1127	hartree/bohr
HOMO energy (spin up / spin down)	-17.9 / -18.2	eV

```
67
C21H39INO2P2Re ωB97M-V with the def2-TZVPD basis set
Re 0.21 -0.41 -1.24
I 0.38 -3.03 -1.93
P -2.17 -0.33 -1.35
P 2.43 -0.30 -0.60
O 0.55 2.67 -1.50
O -0.28 1.42 1.18
N -0.52 -2.03 1.51
C -1.61 -4.11 0.81
C -1.28 0.47 4.07
C -2.63 -0.89 -3.04
C 2.83 0.72 0.88
C 3.40 -1.82 -0.24
C -0.13 0.60 0.35
C -1.19 -3.76 3.20
C -0.65 -3.49 1.80
C 0.90 -0.52 4.58
C 0.86 -1.23 3.38
C -2.86 1.36 -1.13
C 2.03 -0.69 5.54
C 0.71 -4.16 1.60
C 3.39 0.49 -1.95
C 0.36 1.52 -1.85
C 0.23 1.07 -3.31
C -3.33 -1.29 -0.29
C -0.32 -1.21 2.56
C -2.40 1.43 4.37
C -1.36 -0.30 2.94
C -0.18 0.31 4.93
H -3.38 0.92 4.39
H 1.11 1.43 -3.86
H -1.39 -4.83 3.31
H -3.62 -1.35 -3.01
H 1.72 -1.83 3.07
H 1.47 -3.70 2.24
H 3.15 0.01 -2.90
H 0.24 -0.04 -3.51
H -1.24 -3.96 -0.22
H 3.91 0.74 1.06
H 2.44 0.29 5.83
H 3.30 -2.54 -1.06
H -2.12 -3.21 3.35
H 3.14 1.56 -2.02
H 2.83 -1.29 5.10
H -2.88 -1.42 0.70
H -2.22 -0.22 2.27
H -3.86 1.42 -1.58
H 1.70 -1.19 6.47
H 4.46 0.37 -1.75
H -1.69 -5.18 1.00
H 0.62 -5.22 1.84
H 2.32 0.30 1.76
H 4.47 -1.57 -0.12
H -0.14 0.89 5.85
H -2.62 -0.03 -3.73
H -0.74 1.42 -3.71
H 1.02 -4.04 0.56
H -1.91 -1.64 -3.38
H -2.45 2.20 3.59
H -4.29 -0.77 -0.19
H -3.50 -2.28 -0.73
H 3.04 -2.29 0.68
H -2.60 -3.64 0.88
H -2.23 1.92 5.33
H -2.21 2.11 -1.57
H 2.46 1.74 0.73
H -0.48 -3.45 3.97
H -2.94 1.57 -0.05
```



DFT (ωB97M-V with the def2-TZVPD basis set) results for a structure of composition C6H13NS.

relative energy (zero: lowest compared OMol25 entry of this formula, charge and spin)	505.68	kJ/mol
HOMO-LUMO gap	8.8014	eV
max |F|	0.1270	hartree/bohr
HOMO energy	-7.9	eV

```
21
C6H13NS ωB97M-V with the def2-TZVPD basis set
S -0.92 0.63 -1.97
N 1.49 0.34 2.53
C -0.10 -0.26 -0.58
C -1.27 -0.73 -3.03
C 0.58 -0.53 1.92
C 0.16 0.36 0.65
C -0.24 1.83 0.93
C 1.05 -1.94 1.70
H 1.87 -2.27 1.06
H -0.48 -1.63 -2.96
H 1.38 -2.24 2.65
H 0.67 2.57 0.35
H 2.21 -0.06 3.19
H 2.30 0.87 1.78
H 0.28 -2.65 1.44
H -1.03 -0.26 -4.12
H -2.50 -1.34 -3.18
H -0.38 -0.79 2.46
H -0.01 2.32 2.13
H -0.09 -1.33 -0.79
H -1.14 2.06 0.28
```



DFT (ωB97M-V with the def2-TZVPD basis set) results for an isolated molecule of C4H9ClS2.

SMILES	CC(Cl)(CS)CS
relative energy (zero: lowest compared OMol25 entry of this formula, charge and spin)	0.00	kJ/mol
HOMO-LUMO gap	9.5492	eV
max |F|	0.0297	hartree/bohr
HOMO energy	-8.9	eV

```
16
C4H9ClS2 ωB97M-V with the def2-TZVPD basis set
Cl 1.60 -0.42 1.31
S 1.27 -0.58 -2.18
S 1.13 2.45 -0.33
C 0.05 -0.10 0.41
C -0.22 1.41 0.21
C -1.09 -0.71 1.25
C 0.05 -0.97 -0.90
H -0.95 -0.97 -1.37
H 2.34 -0.85 -1.34
H -1.99 -0.65 0.61
H -1.11 1.55 -0.40
H 1.33 1.97 -1.58
H 0.14 -2.02 -0.58
H -0.47 1.80 1.15
H -0.81 -1.72 1.53
H -1.27 -0.19 2.20
```



DFT (ωB97M-V with the def2-TZVPD basis set) results for a cluster of 2 separate species, C3H10NO2 in total.

relative energy (zero: lowest compared OMol25 entry of this formula, charge and spin)	186.32	kJ/mol
HOMO-LUMO gap	12.7393	eV
charge	+1
max |F|	0.0562	hartree/bohr
HOMO energy	-16.6	eV

```
16
C3H10NO2 ωB97M-V with the def2-TZVPD basis set
O 0.22 0.39 -2.64
O -1.14 -0.77 -1.33
N 0.27 0.71 -0.28
C -0.35 0.06 -1.51
C -0.50 1.95 0.03
C 0.34 -2.01 1.77
H 0.05 -0.31 -3.34
H 0.64 -3.06 2.00
H 0.85 -1.30 2.54
H 1.25 1.03 -0.39
H 0.81 -1.65 0.80
H -0.99 2.30 -0.90
H 0.47 0.00 0.45
H -0.73 -1.87 1.83
H 0.05 2.86 0.31
H -1.25 1.65 0.66
```



DFT (ωB97M-V with the def2-TZVPD basis set) results for a structure of composition C28H21CoF3INOPS.

⟨S²⟩	0.819
relative energy (zero: lowest compared OMol25 entry of this formula, charge and spin)	0.00	kJ/mol
spin multiplicity	2
HOMO-LUMO gap (spin up / spin down)	7.7456 / 8.2411	eV
charge	+1
max |F|	0.0084	hartree/bohr
HOMO energy (spin up / spin down)	-10.8 / -11.2	eV

```
58
C28H21CoF3INOPS ωB97M-V with the def2-TZVPD basis set
I 2.38 -0.20 1.13
Co 0.30 1.35 0.51
S -1.51 2.56 1.14
P 0.95 1.16 -1.72
F -4.69 2.44 0.49
F -4.41 1.94 2.57
F -5.77 0.78 1.35
O 1.49 2.97 0.68
N -1.17 0.14 0.52
C 5.21 2.49 -2.89
C -2.16 0.97 0.87
C 0.89 -1.55 -2.31
C -1.57 4.72 -3.12
C -1.34 2.39 -2.61
C 4.89 1.23 1.08
C -2.13 3.46 -2.96
C -2.64 -1.70 0.39
C 3.82 1.05 0.25
C 0.06 -0.13 -4.06
C 2.72 1.50 -2.05
C 0.58 -0.27 -2.78
C 0.68 -2.66 -3.11
C 4.22 2.33 -3.80
C 0.59 3.82 -2.59
C -0.15 -1.25 -4.86
C 2.97 1.85 -3.36
C 3.80 1.53 -1.10
C -3.47 0.49 0.97
C 5.03 2.10 -1.54
C 6.05 1.89 0.64
C -3.70 -0.86 0.74
C -4.59 1.42 1.35
C -1.38 -1.16 0.28
C -0.21 4.90 -2.93
C 0.15 -2.51 -4.38
C 6.12 2.28 -0.66
C 0.04 2.56 -2.43
H 2.11 3.04 1.42
H 0.93 -3.65 -2.73
H -4.70 -1.25 0.83
H 7.02 2.74 -1.05
H 6.88 2.03 1.32
H 0.23 5.88 -3.06
H -0.01 -3.38 -5.01
H -2.80 -2.75 0.20
H -0.52 -1.75 0.00
H -3.20 3.32 -3.10
H 2.16 1.80 -4.08
H 1.66 3.98 -2.44
H -2.20 5.57 -3.39
H 0.94 3.76 0.68
H 4.36 2.60 -4.84
H 6.17 2.90 -3.18
H -1.79 1.42 -2.46
H -0.19 0.85 -4.45
H -0.56 -1.13 -5.85
H 1.32 -1.68 -1.32
H 4.86 0.84 2.09
```



DFT (ωB97M-V with the def2-TZVPD basis set) results for a structure of composition C18H14CdF5IN2.

relative energy (zero: lowest compared OMol25 entry of this formula, charge and spin)	0.00	kJ/mol
HOMO-LUMO gap	7.4930	eV
max |F|	0.0386	hartree/bohr
HOMO energy	-8.5	eV

```
41
C18H14CdF5IN2 ωB97M-V with the def2-TZVPD basis set
I 2.22 -0.11 -0.62
Cd -0.47 -0.01 -0.56
F -5.17 2.44 0.89
F -6.51 0.15 1.55
F -2.58 2.40 0.16
F -2.54 -2.35 0.90
F -5.13 -2.23 1.49
N -0.54 -1.30 -2.41
N -0.31 1.29 -2.42
C -0.32 0.72 -3.63
C -4.49 -1.10 1.20
C -0.52 -1.55 -4.77
C -3.13 -1.13 0.85
C -4.53 1.26 0.89
C -3.16 1.21 0.52
C -0.44 -3.47 -3.37
C -0.51 -2.94 -4.65
C 0.74 0.83 3.28
C 0.72 -0.66 3.37
C -0.47 -0.74 -3.63
C -2.44 0.02 0.51
C 0.21 3.42 -3.33
C -0.02 2.57 -2.26
C -5.18 0.10 1.28
C -0.47 -2.61 -2.28
C 0.11 2.89 -4.61
C -0.15 1.53 -4.76
H 0.45 1.27 4.26
H -0.24 1.06 -5.73
H 0.20 3.53 -5.48
H 0.41 4.46 -3.14
H 0.65 -1.00 2.35
H -0.57 -1.07 -5.73
H 1.54 -1.18 3.86
H 0.05 2.87 -1.22
H -0.59 -3.58 -5.52
H 1.65 1.24 2.83
H -0.19 -0.96 3.91
H -0.07 1.09 2.57
H -0.41 -4.53 -3.20
H -0.40 -2.94 -1.25
```



DFT (ωB97M-V with the def2-TZVPD basis set) results for a structure of composition C18H18F6N11O7S4Ti.

relative energy (zero: lowest compared OMol25 entry of this formula, charge and spin)	151.09	kJ/mol
HOMO-LUMO gap	6.6178	eV
charge	-1
max |F|	0.0229	hartree/bohr
HOMO energy	-5.1	eV

```
65
C18H18F6N11O7S4Ti ωB97M-V with the def2-TZVPD basis set
Ti 0.39 -0.20 0.72
S 1.30 -3.14 -1.18
S -0.69 -0.25 -3.94
S -1.87 1.99 0.17
S 0.27 2.43 1.91
F -0.81 3.11 -1.97
F 2.31 4.11 1.59
F 0.40 5.10 1.84
F 0.90 4.18 -0.05
F -2.94 2.73 -2.12
F -2.22 4.36 -0.89
O -0.78 -1.52 1.07
O 3.73 0.26 0.45
O 1.08 -2.07 3.32
O -3.23 1.61 0.42
O -1.03 0.87 -0.37
O 1.18 1.66 0.92
O 0.60 2.71 3.29
N 2.10 -0.90 1.60
N -3.08 -0.16 -2.77
N -0.36 0.68 2.28
N 2.41 -0.73 -1.87
N -1.69 -1.87 1.99
N -1.70 -1.95 -2.20
N 3.64 -2.36 -2.34
N 1.35 0.04 -1.39
N -3.41 -1.86 4.83
N -1.18 2.83 1.24
N 4.35 -1.26 -2.73
C -1.96 3.12 -1.30
C 3.72 0.30 2.88
C 1.91 -1.28 2.94
C -1.28 0.36 3.11
C 3.23 -0.10 1.50
C -2.61 -2.48 -1.35
C 3.58 -0.27 -2.42
C -3.77 -1.80 -1.17
C -1.90 -0.79 -2.90
C -1.78 -1.04 2.97
C -3.97 -0.63 -1.92
C 2.90 -0.54 3.83
C -5.26 0.13 -1.77
C -2.69 -1.50 4.01
C 3.87 1.17 -2.60
C 2.44 -2.09 -1.80
C -2.25 -3.77 -0.69
C 1.00 4.04 1.28
H 3.10 1.66 -3.20
H -1.75 -4.44 -1.39
H -1.59 -3.59 0.16
H 4.83 1.26 -3.12
H 3.95 1.66 -1.63
H 4.80 0.16 2.94
H 3.48 -1.28 4.39
H -0.79 -2.39 -2.29
H 0.65 0.13 -2.15
H -5.38 0.45 -0.74
H -4.53 -2.17 -0.48
H 4.01 -3.29 -2.47
H 3.51 1.37 2.97
H -6.10 -0.52 -2.04
H 2.32 0.04 4.55
H -5.25 1.00 -2.42
H -3.16 -4.26 -0.32
H 1.72 0.97 -1.19
```



| no. | electronic energy (a.u.) |
| --- | --- |
| 1 | -427.97287 |
| 2 | -3352.00822 |
| 3 | -2856.60417 |
| 4 | -648.49918 |
| 5 | -2086.35811 |
| 6 | -689.16137 |
| 7 | -1414.36626 |
| 8 | -325.24656 |
| 9 | -3929.04691 |
| 10 | -1768.59855 |
| 11 | -4867.26076 |